Here is a 6-piece molecular cluster, C39H69BFN2O17 overall from the Open Molecules 2025 dataset. Energies are from the ωB97M-V functional and the def2-TZVPD basis.

For the gap between HOMO and LUMO, the calculation gives 7.51 eV. The value obtained for the largest force on an atom is 5.6 eV/A. The value obtained for the energy is -3040.337961 Eh. The calculation puts the HOMO energy at -11.69 eV. The net charge is +1.

Cartesian coordinates (Å):
C  2.346  -0.081  2.931
C  2.947  -0.015  1.435
B  1.846  -0.374  0.278
O  0.510  0.161  0.310
N  2.289  -1.342  -0.809
C  2.342  -2.745  -0.403
C  1.921  -3.257  1.054
C  0.301  -3.367  1.165
O  -0.191  -3.919  -0.102
C  -1.564  -3.589  -0.306
C  -2.036  -2.288  -1.154
O  -2.491  -4.331  0.135
C  2.827  -3.858  -1.402
C  3.229  -3.454  -2.843
C  3.732  -4.556  -3.867
O  3.109  -5.628  -4.104
O  4.951  -4.362  -4.586
C  6.026  -5.191  -4.064
C  7.286  -4.303  -3.583
O  7.718  -4.250  -2.423
F  7.989  -3.554  -4.583
C  3.096  -1.920  -3.192
C  3.471  -1.529  -4.710
C  2.284  -2.061  -5.696
O  2.792  -2.556  -6.950
C  2.622  -0.862  -2.125
C  2.576  0.652  -2.616
C  4.079  1.280  -2.776
C  4.209  2.769  -2.192
N  5.588  3.270  -2.589
H  1.256  -0.414  2.998
H  2.980  -0.837  3.531
H  2.514  0.961  3.410
H  3.372  1.031  1.252
H  3.826  -0.762  1.349
H  0.526  1.106  0.581
H  2.293  -4.346  1.169
H  2.391  -2.676  1.916
H  0.011  -4.149  1.966
H  -0.199  -2.376  1.433
H  -2.153  -1.419  -0.421
H  -3.069  -2.495  -1.614
H  -1.292  -2.064  -2.008
H  2.884  -4.946  -1.025
H  6.416  -5.813  -4.959
H  5.649  -5.910  -3.263
H  3.546  -0.406  -4.887
H  4.495  -1.971  -5.012
H  1.640  -2.805  -5.112
H  1.632  -1.136  -5.917
H  2.101  -3.038  -7.457
H  2.163  0.621  -3.697
H  1.868  1.331  -2.036
H  4.313  1.359  -3.908
H  4.889  0.563  -2.363
H  3.474  3.462  -2.753
H  4.064  2.782  -1.060
H  5.990  2.563  -3.240
H  5.504  4.121  -3.170
O  4.561  -4.589  3.612
C  3.725  -5.224  4.216
O  2.639  -5.695  3.574
C  1.695  -6.618  4.139
C  0.632  -5.888  4.935
C  3.834  -5.417  5.702
H  2.200  -7.390  4.724
H  1.223  -7.129  3.296
H  1.063  -5.351  5.783
H  -0.115  -6.589  5.313
H  0.132  -5.143  4.310
H  3.415  -4.547  6.209
H  4.891  -5.510  5.961
H  3.352  -6.323  6.064
O  -3.062  -0.470  -4.147
C  -4.203  -0.697  -4.487
O  -5.012  -1.428  -3.699
C  -6.423  -1.588  -3.910
C  -6.702  -2.723  -4.874
C  -4.706  -0.249  -5.831
H  -6.882  -0.648  -4.225
H  -6.853  -1.831  -2.936
H  -6.277  -2.527  -5.861
H  -7.777  -2.877  -4.986
H  -6.249  -3.650  -4.513
H  -4.426  -0.987  -6.583
H  -4.238  0.707  -6.072
H  -5.780  -0.078  -5.863
O  1.844  2.712  3.702
C  2.464  3.758  3.661
O  3.595  3.900  4.370
C  4.500  5.007  4.240
C  4.067  6.166  5.115
C  1.932  4.936  2.897
H  4.622  5.295  3.193
H  5.475  4.648  4.576
H  3.088  6.549  4.820
H  4.789  6.983  5.057
H  3.981  5.845  6.157
H  1.225  5.481  3.522
H  1.415  4.566  2.008
H  2.705  5.613  2.539
O  -0.220  6.897  2.777
C  -1.358  6.659  2.433
O  -2.158  5.912  3.212
C  -3.567  5.738  2.998
C  -3.832  4.608  2.023
C  -1.866  7.115  1.094
H  -4.038  6.675  2.693
H  -3.995  5.480  3.969
H  -3.409  4.819  1.039
H  -4.906  4.443  1.909
H  -3.368  3.683  2.376
H  -1.576  6.387  0.334
H  -1.409  8.079  0.862
H  -2.942  7.272  1.062
O  -8.372  4.936  3.087
C  -8.608  3.936  2.449
O  -7.624  3.055  2.181
C  -7.830  1.755  1.612
C  -7.875  1.827  0.098
C  -9.974  3.701  1.867
H  -8.715  1.275  2.035
H  -6.974  1.148  1.916
H  -8.711  2.436  -0.250
H  -7.974  0.827  -0.331
H  -6.963  2.288  -0.289
H  -10.051  4.224  0.912
H  -10.716  4.103  2.558
H  -10.220  2.650  1.733